1.
The following is a quantum chemistry calculation of an isolated molecule of CH6N4, from the OMol25 dataset.

E_HOMO = -9.373 eV
Relative energy (zero: lowest compared OMol25 entry of this formula, charge and spin) = 41.4 kcal per mole
LUMO energy = 0.73 eV

```
! wB97M-V def2-TZVPD RIJCOSX def2/J DEFGRID3
* xyz 0 1
H -2.37000 -0.08565 0.37058
N -1.73508 -0.31657 -0.30683
C -0.52268 -0.10850 -0.18598
N 0.31781 -0.81929 -1.05853
N 0.17043 0.89405 0.62904
N 1.46061 0.39090 0.93065
H 1.43633 -0.45730 -1.23806
H -0.18277 -0.99657 -1.98081
H -0.41848 1.11786 1.48302
H 1.93596 0.59085 -0.04812
H 1.23875 -0.56183 1.16905
*
```


2.
The following is a quantum chemistry calculation of an isolated molecule of CH6N6O3, from the OMol25 dataset.

E_HOMO = -9.395 eV
Relative energy (zero: lowest compared OMol25 entry of this formula, charge and spin) = 15.8 kcal per mole
LUMO energy = 0.28 eV

```
! wB97M-V def2-TZVPD RIJCOSX def2/J DEFGRID3
* xyz 0 1
H -2.94087 0.31770 -0.71446
N -2.52808 -0.49125 -0.23522
C -1.32145 -0.50273 0.19405
N -0.95798 -1.41085 1.19708
N -0.31114 0.41959 -0.03795
N -0.33775 1.39096 -1.08535
N 1.10399 0.14913 0.31447
O 1.72156 0.70182 1.41946
N 1.96368 -0.41847 -0.60257
O 1.33215 -0.98013 -1.48655
O 3.14804 -0.41049 -0.37132
H -1.71681 -2.05955 1.41760
H -0.04169 -1.69947 1.48513
H -0.62355 1.07307 -2.06019
H -0.68529 2.24979 -0.74851
H 2.19519 1.67091 1.31434
*
```


3.
The following is a quantum chemistry calculation of a cluster of 2 separate species, CH6NO in total, from the OMol25 dataset.

E_HOMO (alpha / beta) = -13.259 / -16.714 eV
⟨S²⟩ = 2.01
Relative energy (zero: lowest compared OMol25 entry of this formula, charge and spin) = 21.2 kcal per mole
LUMO energy (alpha / beta) = -3.83 / -10.85 eV

```
! wB97M-V def2-TZVPD RIJCOSX def2/J DEFGRID3
* xyz 1 3
C -0.84022 -0.51145 0.48420
N -1.14875 0.44869 -0.28673
O 1.64342 0.14067 -0.18740
H -1.57983 -1.35681 0.55699
H 0.10822 -0.75706 0.86858
H -0.42992 1.25807 -0.38815
H -1.96488 0.44915 -0.90510
H 2.03052 0.99608 0.03691
H 2.18144 -0.66733 -0.17932
*
```


4.
The following is a quantum chemistry calculation of a cluster of 2 separate species, CH6NO3 in total, from the OMol25 dataset.

E_HOMO (alpha / beta) = -7.755 / -15.109 eV
⟨S²⟩ = 2.01
LUMO energy (alpha / beta) = -4.32 / -7.65 eV

```
! wB97M-V def2-TZVPD RIJCOSX def2/J DEFGRID3
* xyz 1 3
C 2.48133 0.02001 0.02385
N -1.94013 0.08026 -0.08547
O 3.06986 1.17297 0.09961
O 3.44427 -0.88594 0.00154
O 1.28187 -0.10019 0.01393
H -1.02311 0.59533 0.23724
H -1.92987 0.18126 -1.10730
H -2.76661 0.61081 0.03053
H 4.01412 1.24426 -0.13336
H 3.21118 -1.75828 0.23259
H -1.80346 -0.93595 0.04852
*
```


5.
The following is a quantum chemistry calculation of the ion CH6NO4P2 with charge -1, from the OMol25 dataset.

E_HOMO = -4.327 eV
Relative energy (zero: lowest compared OMol25 entry of this formula, charge and spin) = 39.3 kcal per mole
LUMO energy = 3.61 eV

```
! wB97M-V def2-TZVPD RIJCOSX def2/J DEFGRID3
* xyz -1 1
N -2.15846 -1.42770 -0.18886
P -0.85498 0.16685 -0.01311
O -0.73600 0.15232 1.50045
O -2.02346 1.23030 -0.47416
C 0.72101 1.17412 -0.57187
P 2.16475 0.20555 -0.16380
O 2.87077 -0.70610 -1.10277
O 1.97650 -0.46484 1.23363
H -1.79331 -2.41030 -0.06180
H -2.70690 -1.44786 -0.98930
H -2.26234 1.34059 0.46384
H 0.68726 1.34250 -1.60539
H 2.97134 1.26155 0.26188
H 1.14381 -0.41697 1.71127
*
```


6.
The following is a quantum chemistry calculation of a cluster of 2 separate species, CH6NOP in total, from the OMol25 dataset.

E_HOMO (alpha / beta) = -8.923 / -8.928 eV
Relative energy (zero: lowest compared OMol25 entry of this formula, charge and spin) = 67.2 kcal per mole
LUMO energy (alpha / beta) = -0.56 / -0.56 eV

```
! wB97M-V def2-TZVPD RIJCOSX def2/J DEFGRID3
* xyz 0 1
C 1.36116 0.33085 0.08444
N -1.16792 -0.84433 -0.63087
O -0.46118 -0.86896 1.84464
P -0.38835 -0.10815 0.62919
H 1.22121 1.43859 0.11406
H 2.08799 -0.19251 0.75800
H 1.59897 0.14701 -0.96812
H -1.68068 -1.64846 -0.42210
H -1.46049 -0.33656 -1.41484
H -1.11071 2.08253 0.00560
*
```


7.
The following is a quantum chemistry calculation of a cluster of 2 separate species, CH6NOPS in total, from the OMol25 dataset.

E_HOMO (alpha / beta) = -8.279 / -8.217 eV
Relative energy (zero: lowest compared OMol25 entry of this formula, charge and spin) = 103.1 kcal per mole
LUMO energy (alpha / beta) = -2.99 / -3.14 eV

```
! wB97M-V def2-TZVPD RIJCOSX def2/J DEFGRID3
* xyz 0 1
C -0.23537 0.84765 -0.88145
N 0.66595 -0.80522 1.15209
O 0.69312 -1.56864 -1.11559
P -0.36889 -0.91108 -0.18315
S 0.38826 0.17293 -3.80886
H 0.25391 1.45463 -0.09884
H 0.33672 0.76892 -1.78977
H -1.25113 1.26444 -1.10086
H 0.32968 -1.18963 1.98274
H 1.45355 -1.28405 0.79639
H 0.79167 -1.30403 -2.00383
*
```


8.
The following is a quantum chemistry calculation of an isolated molecule of CH6NP, from the OMol25 dataset.

E_HOMO = -8.838 eV
Relative energy (zero: lowest compared OMol25 entry of this formula, charge and spin) = 9.5 kcal per mole
LUMO energy = 1.08 eV

```
! wB97M-V def2-TZVPD RIJCOSX def2/J DEFGRID3
* xyz 0 1
C -1.18518 0.40197 0.23910
P 0.60864 0.03958 -0.32191
N 1.49299 1.07976 0.63826
H -1.65340 0.22394 -0.74966
H -1.31559 1.39488 0.62294
H -1.65475 -0.32237 0.86269
H 1.05608 -1.12285 0.47722
H 1.69200 2.08113 0.34466
H 1.05260 0.93266 1.52230
*
```


| no. | strongest force on any atom (eV Å⁻¹) | total energy (eV) |
| --- | --- | --- |
| 1 | 4.99 | -7092.26336 |
| 2 | 5.06 | -16209.68439 |
| 3 | 10.95 | -4658.28194 |
| 4 | 9.85 | -8753.12910 |
| 5 | 4.26 | -29394.45381 |
| 6 | 5.03 | -13958.58994 |
| 7 | 3.40 | -24793.07369 |
| 8 | 2.66 | -11912.37379 |